Record 1
# C10H29F2HfNO7

A molecular structure, C10H29F2HfNO7 (ωB97M-V/def2-TZVPD, the OMol25 dataset).

The geometry in XYZ format:
```
50
Properties=species:S:1:pos:R:3:lowdin_spin:R:1
Hf -24.96 -18.09 -20.14 0.000
F -24.14 -16.66 -18.46 0.001
F -24.53 -19.10 -22.18 0.005
C -21.20 -20.81 -19.30 0.009
C -22.66 -20.74 -19.84 0.075
C -23.48 -22.02 -19.85 0.080
O -24.58 -21.85 -20.63 0.590
C -24.28 -22.24 -21.97 0.095
N -23.36 -19.73 -19.11 0.011
H -21.18 -21.23 -18.30 0.002
H -20.65 -19.89 -19.14 0.005
H -20.55 -21.31 -20.02 0.000
H -22.56 -20.53 -20.91 0.002
H -23.79 -22.46 -18.91 0.016
H -22.84 -22.86 -20.14 0.013
H -23.37 -21.79 -22.36 0.036
H -25.15 -21.93 -22.55 0.002
H -24.17 -23.31 -22.10 0.050
H -22.62 -19.26 -18.61 0.001
H -23.81 -20.20 -18.34 0.003
C -26.98 -19.41 -17.83 0.000
C -27.14 -20.44 -18.90 0.000
O -26.52 -20.09 -20.13 0.005
O -25.75 -18.78 -17.96 0.000
H -26.93 -19.83 -16.83 0.000
H -27.69 -18.59 -17.85 0.000
H -28.14 -20.84 -19.09 0.000
H -26.62 -21.30 -18.48 0.000
H -26.69 -20.72 -20.83 0.000
H -25.32 -18.92 -17.12 0.000
C -28.17 -16.50 -20.13 0.000
C -28.13 -17.20 -21.47 0.000
O -26.94 -17.93 -21.64 0.000
O -26.88 -16.53 -19.49 0.000
H -28.93 -17.01 -19.53 0.000
H -28.68 -15.56 -20.30 0.000
H -27.99 -16.49 -22.29 0.000
H -29.00 -17.82 -21.68 0.000
H -26.91 -18.19 -22.56 0.000
H -26.94 -15.91 -18.76 0.000
C -23.63 -15.15 -21.41 0.000
C -22.74 -16.36 -21.80 0.000
O -22.71 -17.45 -20.81 0.000
O -24.87 -15.76 -21.31 0.000
H -23.59 -14.22 -21.97 0.000
H -23.41 -14.83 -20.39 0.000
H -21.72 -16.03 -22.01 0.000
H -23.04 -16.70 -22.80 0.000
H -21.82 -17.81 -20.76 0.000
H -25.36 -14.94 -21.35 0.000
```

The spin multiplicity is 2. The charge is +3. The calculation puts the electronic energy at -33375.53903 eV. The HOMO energy (alpha / beta) comes out at -19.657 / -19.657 eV. The max |F| is 4.244 eV Å⁻¹. The calculation puts the HOMO-LUMO gap (alpha / beta) at 10.169 / 4.607 eV. The expectation value of S² is 0.754.

***

Record 2
# C10H30AgO6

A molecular structure, C10H30AgO6 (ωB97M-V/def2-TZVPD, the OMol25 dataset).

The geometry in XYZ format:
```
47
Properties=species:S:1:pos:R:3:lowdin_spin:R:1
Ag 24.04 -2.93 32.54 0.358
C 23.68 -6.06 35.69 0.007
C 24.23 -5.84 34.27 0.017
C 24.65 -7.13 33.52 0.001
O 23.45 -4.96 33.50 0.201
H 23.64 -5.10 36.21 0.000
H 24.31 -6.74 36.26 0.000
H 22.69 -6.51 35.76 0.000
H 25.17 -5.36 34.54 0.008
H 23.84 -7.58 32.94 0.000
H 25.07 -7.81 34.26 0.000
H 25.53 -7.00 32.88 0.000
C 23.68 0.87 32.89 0.006
C 24.83 0.34 32.01 0.027
C 26.21 0.57 32.69 0.000
O 24.64 -0.96 31.49 0.304
H 22.69 0.73 32.45 0.000
H 23.80 1.94 33.02 0.000
H 23.72 0.36 33.85 0.000
H 24.84 1.06 31.18 0.017
H 27.07 0.23 32.11 0.000
H 26.28 0.21 33.71 0.000
H 26.36 1.65 32.78 0.000
C 24.14 -2.20 35.40 0.001
O 25.12 -2.09 34.43 0.017
H 23.30 -2.86 35.20 0.000
H 24.67 -2.52 36.30 0.000
H 23.77 -1.22 35.70 0.000
H 25.92 -1.93 34.94 0.001
C 24.31 -4.73 29.71 0.001
O 23.49 -3.81 30.39 0.011
H 25.14 -4.32 29.13 0.000
H 24.72 -5.46 30.41 0.000
H 23.65 -5.29 29.04 0.000
H 22.73 -3.64 29.83 0.000
C 20.78 -2.78 33.29 0.000
O 21.90 -1.90 33.03 0.014
H 20.03 -2.56 32.53 0.000
H 21.01 -3.84 33.32 0.000
H 20.30 -2.54 34.24 0.000
H 21.67 -1.05 33.41 0.000
C 27.22 -4.62 31.79 0.001
O 26.26 -3.68 31.79 0.009
H 28.22 -4.37 31.46 0.000
H 27.38 -4.88 32.84 0.000
H 26.91 -5.46 31.17 0.000
H 26.42 -3.13 31.02 -0.001
```

The spin multiplicity is 2. The charge is 0. The calculation puts the electronic energy at -27134.61263 eV. The HOMO energy (alpha / beta) comes out at -8.042 / -6.644 eV. The max |F| is 3.123 eV Å⁻¹. The calculation puts the HOMO-LUMO gap (alpha / beta) at 8.654 / 4.986 eV. The relative energy (zero: lowest compared OMol25 entry of this formula, charge and spin) comes out at 154.71 kJ/mol. The expectation value of S² is 0.759.

***

Record 3
# C10H30BN3O5Si2

A molecular structure, C10H30BN3O5Si2 (ωB97M-V/def2-TZVPD, the OMol25 dataset).

The geometry in XYZ format:
```
51
Properties=species:S:1:pos:R:3:lowdin_charge:R:1
C 4.17 -0.81 0.24 -0.110
C 4.39 -0.28 -1.18 -0.222
C 3.20 0.43 -1.88 -0.275
N 1.90 0.40 -1.22 -0.169
Si 1.52 1.70 -0.17 0.414
O -0.07 1.68 0.25 -0.437
Si -1.25 1.64 -0.92 0.628
B -2.98 1.04 -0.06 -0.686
O -3.10 1.02 1.29 0.134
O -4.07 0.67 -0.83 -0.032
C -3.98 -0.57 -1.53 -0.084
H 4.71 -0.21 0.98 0.068
H 3.13 -0.85 0.54 0.047
H 4.56 -1.82 0.33 0.067
H 5.22 0.43 -1.15 0.095
H 4.73 -1.10 -1.82 0.092
H 3.09 0.01 -2.89 0.099
H 3.46 1.48 -2.03 0.085
H 1.66 -0.52 -0.86 0.040
H 2.36 1.77 1.05 -0.016
H 1.77 2.95 -0.94 -0.007
H -1.44 2.98 -1.53 -0.024
H -0.89 0.71 -2.02 -0.033
H -3.68 0.32 1.60 0.110
H -4.89 -1.14 -1.35 0.091
H -3.91 -0.40 -2.61 0.086
H -3.13 -1.18 -1.22 0.081
C 0.11 -2.06 -2.10 -0.369
O 0.54 -2.51 -1.04 0.009
N -0.75 -2.71 -2.90 -0.190
C -1.22 -2.13 -4.14 -0.054
C -1.21 -4.03 -2.51 -0.039
H 0.40 -1.07 -2.47 0.097
H -2.31 -2.02 -4.13 0.082
H -0.95 -2.75 -4.99 0.090
H -0.78 -1.14 -4.27 0.085
H -1.72 -3.99 -1.55 0.089
H -0.37 -4.72 -2.41 0.093
H -1.89 -4.41 -3.27 0.086
C 0.38 2.77 5.49 -0.363
O 1.05 3.69 5.06 0.011
N -0.44 2.01 4.74 -0.194
C -1.21 0.92 5.31 -0.063
C -0.55 2.29 3.32 -0.035
H 0.39 2.47 6.55 0.129
H -0.94 -0.03 4.84 0.089
H -2.28 1.09 5.16 0.087
H -1.01 0.85 6.37 0.079
H 0.42 2.20 2.84 0.069
H -0.91 3.31 3.17 0.102
H -1.24 1.60 2.85 0.064
```

The charge is 0. The calculation puts the electronic energy at -41999.97202 eV. The HOMO energy comes out at -8.920 eV. The max |F| is 0.743 eV Å⁻¹. The calculation puts the HOMO-LUMO gap at 9.254 eV.